Entry 1:
# C22H34BaClF5N3O4

A structure of composition C22H34BaClF5N3O4 in a non-equilibrium geometry (wB97M-V/def2-TZVPD, OMol25).

The geometry in XYZ format:
```
70
C22H34BaClF5N3O4 | OMol25 | wB97M-V/def2-TZVPD
O 0.868 -0.741 -3.525
C -0.239 -0.039 -3.445
C 0.036 1.432 -3.801
C 0.557 2.308 -2.860
H 0.703 1.958 -1.837
C 0.859 3.628 -3.219
H 1.271 4.301 -2.465
C 0.604 4.066 -4.522
H 0.820 5.098 -4.804
C 0.062 3.179 -5.464
H -0.155 3.509 -6.483
C -0.213 1.856 -5.103
H -0.640 1.140 -5.816
H -0.910 -0.409 -4.256
C -1.692 -1.671 -2.059
C -1.235 -0.254 -2.106
H -2.549 -1.831 -2.739
H -2.017 -2.043 -1.070
H -0.882 -2.321 -2.414
C -1.900 0.815 -1.630
C -3.266 0.803 -1.022
H -1.483 1.814 -1.754
H -3.968 1.379 -1.646
H -3.294 1.284 -0.028
H -3.690 -0.209 -0.903
Ba -1.208 -0.476 1.017
Cl -3.761 0.144 2.394
C -1.256 0.072 4.379
O -0.461 -0.543 3.634
N -1.405 -0.136 5.686
C -0.654 -1.183 6.362
C -2.469 0.506 6.447
H -1.935 0.830 3.954
H 0.181 -1.493 5.733
H -1.301 -2.045 6.580
H -0.291 -0.792 7.320
H -2.902 1.304 5.840
H -2.058 0.918 7.378
H -3.255 -0.216 6.708
H 4.876 1.185 -1.771
H 4.744 1.129 0.566
C 3.791 1.255 -1.913
C 3.657 1.252 0.588
N 3.114 0.825 -0.695
H 3.471 0.609 -2.742
C 1.977 0.128 -0.747
O 1.277 -0.122 0.261
H 3.218 0.647 1.385
H 1.692 -0.229 -1.754
H 3.531 2.297 -2.165
H 3.436 2.314 0.772
H 0.323 -6.455 1.058
H 2.436 -5.794 -0.548
C -0.263 -5.844 0.358
C 1.658 -5.265 -1.115
N 0.581 -4.821 -0.242
H -1.091 -5.366 0.884
C 0.412 -3.528 0.039
O -0.526 -3.068 0.738
H 2.101 -4.386 -1.595
H 1.170 -2.861 -0.418
H -0.639 -6.505 -0.431
H 1.266 -5.944 -1.882
F 0.603 3.131 0.178
C -0.447 2.849 1.017
F -1.493 3.613 0.613
C -0.039 3.176 2.433
F -1.091 3.028 3.286
F 0.975 2.355 2.834
F 0.405 4.453 2.542
```

Results
Charge: -1
Kohn-Sham gap: 5.34 eV
Energy above the lowest of the compared OMol25 structures with the same formula, charge and spin: 0.0 kcal/mol
Spin multiplicity: 1
Calculated total energy: -62832.6325 eV

Entry 2:
# C34H28HgN4S6

A structure of composition C34H28HgN4S6 in a non-equilibrium geometry (wB97M-V/def2-TZVPD, OMol25).

The geometry in XYZ format:
```
73
C34H28HgN4S6 | OMol25 | wB97M-V/def2-TZVPD
Hg -0.712 1.319 0.440
C -2.247 -1.217 -2.974
C -2.432 -1.341 -1.491
C -3.427 -0.608 -0.855
C -3.650 -0.730 0.511
C -4.791 -0.023 1.179
C -2.835 -1.586 1.244
C -1.825 -2.314 0.637
C -0.989 -3.276 1.430
C -1.640 -2.191 -0.736
H -1.719 -0.293 -3.207
H -3.212 -1.188 -3.479
H -1.667 -2.049 -3.369
H -4.056 0.049 -1.442
H -5.647 -0.696 1.251
H -5.090 0.856 0.614
H -4.510 0.290 2.182
H -3.013 -1.694 2.306
H -1.281 -4.302 1.200
H -1.120 -3.113 2.495
H 0.067 -3.174 1.188
H -0.875 -2.782 -1.221
S -0.939 7.019 4.916
C -0.898 5.740 3.894
S 0.229 5.603 2.581
C -0.321 4.051 1.961
C -1.355 3.481 2.629
S -2.152 1.970 2.334
S -1.982 4.387 3.997
S 0.548 3.450 0.600
C 2.326 -0.123 -2.736
C 1.324 -0.251 -1.779
N 0.316 0.612 -1.666
C 0.225 1.615 -2.549
C 1.179 1.817 -3.581
C 2.270 0.914 -3.637
C 1.015 2.876 -4.492
C -0.065 3.720 -4.410
C -1.031 3.561 -3.405
C -2.149 4.420 -3.264
C -3.048 4.196 -2.254
C -2.844 3.121 -1.384
N -1.800 2.311 -1.482
C -0.902 2.510 -2.459
H 3.139 -0.833 -2.751
H 1.321 -1.075 -1.079
H 3.026 1.043 -4.397
H 1.764 3.017 -5.258
H -0.186 4.525 -5.121
H -2.270 5.245 -3.953
H -3.906 4.836 -2.112
H -3.534 2.914 -0.576
S 4.341 -2.327 3.717
C 3.050 -1.370 2.946
C 1.740 -1.420 3.427
C 0.766 -0.711 2.761
N 1.008 0.031 1.672
C 2.276 0.110 1.245
C 3.316 -0.570 1.836
C 4.309 -3.699 2.564
C 3.511 -4.811 2.818
C 3.531 -5.849 1.907
N 4.262 -5.848 0.799
C 5.011 -4.778 0.565
C 5.078 -3.682 1.403
H 1.506 -1.995 4.308
H -0.261 -0.719 3.108
H 2.457 0.758 0.398
H 4.321 -0.473 1.457
H 2.904 -4.860 3.708
H 2.936 -6.739 2.067
H 5.594 -4.817 -0.347
H 5.713 -2.841 1.172
```

Results
Charge: -1
Kohn-Sham gap (spin up / spin down): 3.75 / 5.61 eV
Energy above the lowest of the compared OMol25 structures with the same formula, charge and spin: 3.7 kcal/mol
⟨S²⟩: 0.773
Spin multiplicity: 2
Calculated total energy: -110862.0500 eV